(1)
{"formula": "C4H4FN", "method": "the ωB97M-V functional and the def2-TZVPD basis", "elements": ["C", "C", "C", "C", "N", "F", "H", "H", "H", "H"], "coordinates": [[-1.7347, 0.5846, -0.2048], [0.8494, -0.0348, -0.7323], [0.7547, 0.1149, 0.8410], [-0.3531, -0.4240, -0.0222], [-2.7524, 1.0463, 0.0501], [-0.6964, -1.7783, -0.0767], [0.6470, 0.8495, -1.4104], [1.3420, -0.9117, -1.1544], [1.4086, -0.5274, 1.4821], [0.5350, 1.0809, 1.2276]], "lowdin_charge": [-0.07, -0.07, -0.04, -0.46, 0.19, 0.00, 0.12, 0.12, 0.12, 0.08], "s2": 2.004, "lumo_energy_ev": [1.087, -4.432], "spin_multiplicity": 3, "homo_lumo_gap_ev": [7.48, 6.92]}



(2)
{"formula": "C49H62IN7OSeW", "method": "the ωB97M-V functional and the def2-TZVPD basis", "elements": ["W", "C", "C", "C", "C", "C", "C", "C", "C", "C", "C", "C", "C", "C", "C", "C", "C", "N", "C", "C", "C", "N", "C", "C", "C", "N", "C", "C", "C", "C", "C", "C", "C", "C", "C", "C", "C", "C", "N", "C", "C", "H", "H", "H", "H", "H", "H", "H", "H", "H", "H", "H", "H", "H", "H", "H", "H", "H", "H", "H", "H", "H", "H", "H", "H", "H", "H", "H", "H", "H", "H", "H", "H", "H", "H", "H", "H", "H", "H", "H", "H", "H", "H", "H", "H", "Se", "N", "C", "C", "C", "C", "C", "C", "N", "H", "H", "H", "H", "C", "C", "C", "C", "C", "H", "H", "H", "H", "H", "H", "H", "H", "H", "H", "N", "C", "O", "C", "I", "H", "H", "H", "H"], "coordinates": [[0.8380, -1.1340, 0.6728], [3.6870, 0.9111, -3.5246], [3.6344, 1.2527, -2.0342], [3.7170, 0.0510, -1.1561], [4.7196, -0.8155, -0.9034], [6.0929, -0.9790, -1.4560], [6.2010, -2.1615, -2.4232], [3.8352, -1.6706, -0.0864], [3.7081, -2.9969, 0.0462], [2.4315, -3.6789, 0.0247], [2.2809, -5.0413, -0.2420], [3.3759, -6.0626, -0.2812], [3.9900, -6.2070, -1.6762], [0.9412, -5.2412, -0.6012], [0.3056, -4.0007, -0.4960], [-1.0698, -3.7480, -0.7157], [-1.7645, -2.6538, -0.3127], [-1.2307, -1.6275, 0.4816], [-2.3130, -0.9391, 0.9908], [-2.3466, -0.1055, 2.1136], [-1.1902, -0.0467, 2.9059], [-0.0197, -0.2746, 2.3328], [0.8225, -0.9246, 3.2545], [1.6620, -1.6888, 2.5036], [2.7694, -0.5978, -0.1161], [2.7528, 0.2906, 1.0506], [0.2198, -0.7511, 4.5658], [-1.0053, -0.1823, 4.3568], [-2.0820, 0.0705, 5.3649], [-2.9790, -1.1546, 5.5630], [0.8427, -1.1722, 5.8560], [1.8921, -0.1668, 6.3375], [-3.5291, -1.4148, 0.3462], [-3.1922, -2.4695, -0.4344], [-4.1014, -3.3194, -1.2631], [-4.0877, -2.9118, -2.7381], [-4.9058, -0.9108, 0.6504], [-5.5582, -1.6540, 1.8192], [1.2150, -3.0346, -0.1030], [0.2898, -6.5444, -0.9434], [-0.3251, -7.2249, 0.2826], [3.5827, 1.8100, -4.1350], [2.8863, 0.2212, -3.7882], [4.6369, 0.4382, -3.7789], [2.7164, 1.7968, -1.8125], [4.4664, 1.9225, -1.7894], [6.8034, -1.1113, -0.6352], [6.3756, -0.0565, -1.9703], [6.0031, -3.1067, -1.9178], [7.1988, -2.2170, -2.8601], [5.4760, -2.0629, -3.2327], [4.5746, -3.6255, -0.1229], [2.9841, -7.0304, 0.0439], [4.1542, -5.7996, 0.4387], [3.2315, -6.5055, -2.4019], [4.7870, -6.9527, -1.6894], [4.4044, -5.2553, -2.0143], [-1.6295, -4.5318, -1.2120], [-3.3094, 0.2020, 2.4974], [2.3895, -2.4036, 2.8658], [-2.6882, 0.9218, 5.0448], [-1.6304, 0.3549, 6.3180], [-3.4234, -1.4632, 4.6159], [-3.7835, -0.9451, 6.2693], [-2.3990, -1.9972, 5.9423], [1.3145, -2.1486, 5.7173], [0.0716, -1.3009, 6.6188], [2.6762, -0.0428, 5.5893], [2.3546, -0.4986, 7.2677], [1.4385, 0.8109, 6.5090], [-5.1189, -3.2500, -0.8723], [-3.8110, -4.3690, -1.1711], [-4.4232, -1.8793, -2.8578], [-4.7455, -3.5507, -3.3288], [-3.0823, -2.9736, -3.1553], [-5.5332, -1.0161, -0.2397], [-4.8708, 0.1586, 0.8713], [-5.6570, -2.7168, 1.5936], [-6.5503, -1.2555, 2.0368], [-4.9503, -1.5666, 2.7207], [1.0266, -7.2117, -1.3976], [-0.4838, -6.3903, -1.7009], [0.4373, -7.4090, 1.0412], [-0.7853, -8.1793, 0.0206], [-1.0866, -6.5858, 0.7324], [-0.0621, -1.3573, -2.8609], [0.6503, 0.2187, -2.5083], [-0.0613, 1.1205, -3.1604], [0.1646, 2.5349, -3.1103], [-0.6372, 3.3518, -3.8309], [-1.7042, 2.8365, -4.6447], [-1.9645, 1.5112, -4.7146], [-1.1495, 0.6073, -3.9582], [-1.3283, -0.7028, -3.9128], [0.9602, 2.9247, -2.4899], [-0.4773, 4.4222, -3.8006], [-2.3114, 3.5330, -5.2082], [-2.7701, 1.1161, -5.3186], [0.5353, 3.1190, 1.7983], [1.9232, 2.4813, 1.7917], [2.9270, 3.4747, 1.1765], [2.3570, 2.1227, 3.2087], [1.9530, 1.2877, 0.8702], [0.5502, 4.0262, 2.4070], [-0.2046, 2.4305, 2.2086], [0.2226, 3.3800, 0.7858], [2.9374, 4.3974, 1.7606], [2.6561, 3.7280, 0.1482], [3.9340, 3.0536, 1.1708], [2.4789, 3.0369, 3.7945], [3.2992, 1.5756, 3.2057], [1.6049, 1.5016, 3.6961], [1.3740, 1.3672, -0.0673], [-3.1774, 1.2271, -1.3956], [-2.3050, 1.8380, -0.5748], [-1.1356, 1.5110, -0.4761], [-2.7580, 3.0468, 0.2238], [-4.8534, 3.3557, 0.4855], [-2.8866, 0.3642, -1.8327], [-4.1607, 1.4330, -1.3482], [-2.3757, 3.9425, -0.2592], [-2.3299, 2.9597, 1.2165]], "lowdin_charge": [1.62, -0.08, -0.20, -0.11, -0.13, -0.18, -0.09, -0.13, 0.01, -0.23, -0.15, -0.20, -0.09, -0.15, -0.27, -0.01, -0.29, -0.03, -0.22, 0.02, -0.23, -0.08, -0.32, -0.03, -0.37, 0.05, -0.13, -0.11, -0.19, -0.08, -0.19, -0.09, -0.16, -0.14, -0.18, -0.08, -0.21, -0.07, -0.07, -0.20, -0.09, 0.07, 0.06, 0.06, 0.06, 0.12, 0.11, 0.11, 0.05, 0.07, 0.08, 0.10, 0.10, 0.11, 0.07, 0.07, 0.06, 0.11, 0.11, 0.07, 0.11, 0.11, 0.06, 0.07, 0.08, 0.12, 0.10, 0.07, 0.07, 0.08, 0.10, 0.11, 0.07, 0.07, 0.06, 0.11, 0.05, 0.08, 0.07, 0.06, 0.10, 0.10, 0.07, 0.07, 0.07, 1.20, -0.21, -0.40, -0.03, -0.07, -0.08, -0.03, -0.41, -0.21, 0.10, 0.10, 0.10, 0.11, -0.05, -0.56, -0.04, -0.04, -0.19, 0.09, 0.07, 0.07, 0.09, 0.08, 0.09, 0.09, 0.09, 0.06, 0.10, 0.20, -0.63, 0.01, -0.55, 0.83, 0.10, 0.03, 0.05, 0.03], "s2": 2.093, "lumo_energy_ev": [-0.598, -0.816], "spin_multiplicity": 3, "homo_lumo_gap_ev": [5.31, 5.15]}



(3)
{"formula": "C11H24Cl2F3N2O7V", "method": "the ωB97M-V functional and the def2-TZVPD basis", "elements": ["O", "V", "C", "O", "O", "C", "F", "F", "F", "C", "C", "H", "H", "H", "H", "H", "H", "Cl", "Cl", "C", "O", "C", "C", "N", "C", "C", "O", "C", "H", "H", "H", "H", "H", "H", "H", "H", "H", "H", "H", "H", "H", "H", "H", "C", "N", "O", "O", "H", "H", "H"], "coordinates": [[15.1066, -18.3371, 20.0634], [16.4808, -18.3078, 19.2579], [15.7937, -15.1026, 17.9167], [17.1302, -14.7120, 17.5192], [15.9193, -16.1999, 18.7892], [14.9168, -13.9045, 18.3991], [13.6880, -14.2884, 18.7518], [15.3614, -13.1907, 19.4471], [14.8169, -12.9738, 17.4196], [17.8460, -13.8336, 18.3291], [19.2461, -13.3970, 17.8759], [19.4906, -13.3513, 16.8147], [19.5477, -12.4308, 18.2803], [19.8367, -14.2117, 18.2948], [17.9207, -14.1586, 19.3668], [17.3589, -12.8626, 18.4183], [15.4184, -15.3387, 16.9210], [17.1528, -20.6429, 20.2485], [15.1522, -19.3564, 17.1703], [17.3236, -16.7724, 22.2015], [17.6492, -17.1351, 20.8073], [19.0811, -16.9792, 20.5413], [19.2449, -17.0598, 19.0098], [18.6209, -18.3702, 18.4861], [18.5883, -18.4171, 16.9900], [20.0310, -18.3770, 16.4370], [20.8035, -19.3676, 17.1177], [22.1518, -19.0849, 16.6815], [16.2778, -16.5990, 22.4554], [17.7528, -15.8148, 22.4962], [17.7289, -17.4750, 22.9296], [19.5772, -17.7873, 21.0788], [19.5244, -16.0814, 20.9723], [20.2892, -16.8515, 18.7770], [18.7154, -16.2976, 18.4383], [19.3772, -19.0127, 18.6735], [18.0391, -17.5610, 16.5980], [17.9915, -19.2125, 16.5436], [20.4118, -17.3781, 16.6496], [20.1554, -18.4257, 15.3552], [22.3570, -19.2884, 15.6305], [22.8117, -19.7505, 17.2378], [22.4784, -18.0526, 16.8076], [11.6984, -18.0093, 18.4424], [10.6361, -18.8151, 17.8554], [10.3438, -18.7022, 16.6430], [10.1373, -19.7603, 18.4841], [11.1291, -17.3720, 19.1190], [12.1804, -17.4546, 17.6374], [12.4087, -18.7280, 18.8512]], "lowdin_charge": [-0.39, 0.57, -0.34, -0.10, -0.26, -0.55, 0.15, 0.12, 0.12, -0.31, -0.06, 0.07, 0.07, 0.05, 0.12, 0.10, 0.15, -0.26, -0.23, -0.04, -0.30, -0.15, -0.14, -0.11, -0.18, -0.23, -0.16, -0.11, 0.10, 0.08, 0.09, 0.13, 0.12, 0.11, 0.09, 0.09, 0.12, 0.09, 0.10, 0.12, 0.08, 0.09, 0.08, 0.03, -0.42, 0.02, 0.02, 0.11, 0.10, 0.09], "s2": 0.798, "lumo_energy_ev": [2.268, 2.269], "total_charge": -1, "spin_multiplicity": 2, "homo_lumo_gap_ev": [8.05, 8.01]}



(4)
{"formula": "C3H7N3O", "method": "the ωB97M-V functional and the def2-TZVPD basis", "elements": ["C", "N", "C", "N", "C", "N", "O", "H", "H", "H", "H", "H", "H", "H"], "coordinates": [[1.4057, 0.4962, 2.2235], [0.5888, -0.4646, 1.4226], [-0.1916, -0.1069, 0.3800], [-0.9495, -0.9170, -0.2679], [-1.3688, -0.6055, -1.5222], [-0.6332, -0.0278, -2.3433], [-1.2095, 0.3168, -3.5468], [2.1360, -0.0807, 2.7636], [1.7648, 1.3282, 1.5659], [0.8533, 0.9344, 3.0399], [0.3342, -1.3029, 1.9620], [-0.0416, 0.8674, -0.0234], [-2.3254, -1.0660, -1.7576], [-0.3632, 0.6284, -3.8965]], "lowdin_charge": [-0.07, -0.03, -0.24, 0.04, -0.29, -0.04, -0.06, 0.07, 0.10, 0.06, 0.14, 0.12, 0.12, 0.09], "lumo_energy_ev": 0.903, "smiles": "CN/C=N/C=N/O", "spin_multiplicity": 1, "homo_lumo_gap_ev": 9.21}



(5)
{"formula": "C6H9N", "method": "the ωB97M-V functional and the def2-TZVPD basis", "elements": ["C", "C", "C", "C", "N", "C", "C", "H", "H", "H", "H", "H", "H", "H", "H", "H"], "coordinates": [[-1.2259, -1.4572, -2.3632], [-0.4667, -0.2229, -2.0477], [0.4455, 0.0283, -1.1553], [1.0987, 0.4905, -0.0181], [0.5158, 1.2047, 1.0325], [0.8124, 0.8141, 2.3968], [-0.5559, 0.6500, 1.8265], [-0.5942, -2.0299, -3.0564], [-2.1512, -1.2423, -2.9085], [-1.4523, -2.1208, -1.5137], [2.1881, 0.5143, 0.0077], [1.1900, 0.8539, -1.5448], [1.0292, 1.6227, 3.0912], [1.3952, -0.0945, 2.5462], [-0.8893, -0.3616, 1.6016], [-1.3393, 1.3507, 2.1054]], "lowdin_charge": [-0.16, -0.07, -0.20, -0.14, -0.10, -0.12, -0.12, 0.08, 0.06, 0.07, 0.12, 0.17, 0.10, 0.11, 0.11, 0.10], "lumo_energy_ev": [0.680, 0.681], "spin_multiplicity": 1, "homo_lumo_gap_ev": [7.60, 7.60]}



(6)
{"formula": "C6H8O3", "method": "the ωB97M-V functional and the def2-TZVPD basis", "elements": ["O", "C", "C", "C", "C", "O", "C", "C", "O", "H", "H", "H", "H", "H", "H", "H", "H"], "coordinates": [[-3.6293, -0.0476, -0.0198], [-2.4264, 0.0182, 0.0244], [-1.3411, 0.4652, -1.0025], [-0.2504, -0.0224, -0.0137], [-1.3280, -0.4423, 0.9961], [0.5662, -1.0008, -0.5232], [1.9462, -0.7629, -0.0997], [1.9148, 0.7349, 0.1178], [0.5537, 0.9852, 0.4627], [-1.3345, -0.0405, -1.9832], [-1.3456, 1.5279, -1.1692], [-1.2914, 0.1108, 1.9497], [-1.4091, -1.4780, 1.2157], [2.6017, -1.0745, -0.9089], [2.0801, -1.3545, 0.7996], [2.5071, 1.0935, 0.9435], [2.1859, 1.2878, -0.7893]], "lowdin_charge": [0.10, -0.33, 0.03, -0.57, 0.03, -0.03, -0.09, -0.13, -0.03, 0.13, 0.12, 0.14, 0.12, 0.13, 0.12, 0.12, 0.13], "lumo_energy_ev": 0.786, "smiles": "O=C1CC2(C1)OCCO2", "spin_multiplicity": 1, "homo_lumo_gap_ev": 10.06}